DFT (ωB97M-V/def2-TZVPD) results for C36H28N6O3PRuS2 as an isolated structure.

Geometry (Å):
Ru (-0.16815, 0.17402, 0.56464)
S (-0.16977, -1.66737, 1.72787)
C (-0.22849, -2.92988, 0.64962)
C (-0.29909, -4.27423, 1.15464)
N (-0.34901, -5.34389, 1.57234)
C (-0.21849, -2.67168, -0.73172)
S (-0.18987, -1.10471, -1.27017)
C (-0.22051, -3.72969, -1.70413)
N (-0.19934, -4.54298, -2.51631)
N (-2.81228, 1.84634, 0.42274)
P (-2.46819, 0.20628, 0.68666)
C (-3.42486, -0.20456, 2.14905)
C (-4.81685, -0.29963, 2.06416)
C (-5.56369, -0.52399, 3.20835)
C (-4.92930, -0.64640, 4.43868)
C (-3.55028, -0.53239, 4.53105)
C (-2.79563, -0.30914, 3.38890)
C (-3.26006, -0.67103, -0.67917)
C (-3.77510, -1.95195, -0.50081)
C (-4.23560, -2.67188, -1.59670)
C (-4.17583, -2.11752, -2.86611)
C (-3.65931, -0.83926, -3.04671)
C (-3.19708, -0.11864, -1.95869)
C (-1.78115, 2.71918, 0.13196)
C (-1.94078, 4.09552, 0.29964)
C (-0.87695, 4.92038, 0.02882)
C (0.31948, 4.36636, -0.42343)
C (0.39023, 3.00494, -0.56880)
N (-0.63675, 2.17268, -0.30354)
H (-3.64902, 2.24367, 0.82061)
H (-5.31562, -0.21216, 1.10592)
H (-6.63995, -0.61099, 3.14042)
H (-5.51626, -0.82478, 5.33028)
H (-3.06034, -0.61345, 5.49214)
H (-1.72336, -0.19334, 3.46436)
H (-3.81365, -2.39478, 0.48722)
H (-4.63957, -3.66565, -1.45561)
H (-4.53078, -2.68177, -3.71857)
H (-3.61184, -0.40901, -4.03868)
H (-2.78813, 0.87552, -2.10051)
H (-2.88262, 4.48801, 0.65856)
H (-0.96958, 5.98835, 0.17625)
H (1.17983, 4.98274, -0.64029)
H (1.28873, 2.51370, -0.90711)
O (0.20086, 2.99786, 3.87705)
C (0.09226, 2.15341, 3.05185)
N (-0.01214, 1.29966, 2.23081)
C (4.73309, -2.30412, -0.86161)
O (4.25264, -0.99833, -1.17730)
C (3.34087, -0.87854, -2.15995)
C (2.72696, -1.95688, -2.79498)
C (1.85923, -1.74773, -3.85627)
C (1.57140, -0.46239, -4.29116)
C (2.15525, 0.61306, -3.64594)
C (3.03066, 0.41607, -2.58688)
N (3.72654, 1.56537, -2.10113)
C (4.24335, 1.88057, -0.92381)
C (4.02709, 1.36481, 0.36199)
C (5.08693, 1.59454, 1.29014)
C (5.05239, 1.08454, 2.54781)
C (3.91361, 0.34623, 2.94317)
C (2.84904, 0.16222, 2.10733)
C (2.84377, 0.68231, 0.78894)
O (1.81272, 0.61272, 0.00665)
H (5.55255, -2.15694, -0.16582)
H (5.09493, -2.81221, -1.75626)
H (3.95341, -2.89977, -0.38367)
H (2.94319, -2.96605, -2.47354)
H (1.40227, -2.60168, -4.33969)
H (0.89517, -0.29878, -5.11903)
H (1.94219, 1.62702, -3.96874)
H (3.96586, 2.20804, -2.84223)
H (4.97585, 2.67963, -0.99872)
H (5.95369, 2.15154, 0.95176)
H (5.87412, 1.23559, 3.23292)
H (3.87289, -0.06598, 3.94404)
H (1.97222, -0.36671, 2.44448)

Results
Energy relative to the best compared isomer or geometry (same formula, charge and spin) (eV): 0.4379
E_HOMO (alpha / beta) (eV): -10.76 / -10.76
Net charge: +1
Multiplicity: 1
Electronic energy (eV): -86406.7525